Below is 2 unconnected molecules or ions with the total composition C3H7O3P in a non-equilibrium geometry, with properties calculated with wB97M-V/def2-TZVPD.

Results
Energy above the lowest of the compared OMol25 structures with the same formula, charge and spin in kJ/mol: 312.1
Maximum force in hartree/bohr: 0.0878

Positions of all 14 atoms, in Å:
C 0.086 -1.244 -1.453
C -0.360 -1.618 -0.097
C -0.805 -0.356 -0.657
O -0.590 2.526 1.496
O 1.858 2.741 0.905
O 0.485 1.326 -0.377
P 0.710 1.573 1.158
H 1.052 -0.901 -1.744
H -0.485 -1.762 -2.196
H -1.164 -2.323 -0.032
H 0.430 -1.616 0.721
H -1.642 0.219 -0.868
H -0.252 3.321 1.139
H 1.840 2.845 -0.025

Atoms 1-6, force components in eV/Å:
-1.724 0.329 -0.771
1.799 0.414 2.427
4.152 1.744 -0.294
0.000 -1.267 0.911
-0.188 -0.226 1.891
-1.953 -3.214 -1.496